Here is a molecular structure, C3H11NaO6P at a distorted geometry from the Open Molecules 2025 dataset. Energies are from wB97M-V/def2-TZVPD.

```
22
Properties=species:S:1:pos:R:3:nbo_charge:R:1
H 4.46 -0.35 3.57 0.1792
H 8.08 0.90 5.51 0.2068
O 7.84 2.15 3.79 -0.8171
H 5.56 0.10 0.91 0.1843
H 6.79 -0.17 2.13 0.1755
O 5.84 1.70 2.20 -0.8021
H 6.45 6.53 5.94 0.3800
H 9.51 1.82 5.00 0.2027
Na 4.26 4.79 5.68 0.9338
C 8.66 1.23 4.65 -0.2398
H 7.04 0.93 0.74 0.1871
O 5.67 6.46 6.52 -1.3481
C 4.54 0.08 4.57 -0.2401
O 2.51 6.64 6.65 -1.3588
H 9.03 0.42 4.03 0.1787
H 4.51 -0.69 5.34 0.1978
H 2.16 7.37 6.09 0.3917
H 3.80 0.86 4.78 0.2026
C 6.33 0.59 1.50 -0.2460
O 5.55 3.32 4.29 -1.0788
O 5.82 0.74 4.64 -0.8378
P 6.20 2.08 3.78 2.5481
```

## Properties
**Relative energy (zero: lowest compared OMol25 entry of this formula, charge and spin)**: 1.816 eV
**Charge**: -1
**Strongest force on any atom**: 2.76 eV/Å
**Multiplicity**: 1
**Kohn-Sham gap**: 3.7957 eV

Here is 3 unconnected molecules or ions with the total composition C3H11O2S at a distorted geometry from the Open Molecules 2025 dataset. Energies are from wB97M-V/def2-TZVPD.

```
17
Properties=species:S:1:pos:R:3:nbo_charge:R:1
H 0.54 -0.40 1.83 0.4752
H -0.95 -0.39 0.40 0.1824
C -1.21 0.39 -0.31 -0.5032
H -1.59 2.00 1.13 0.1797
H 1.11 1.85 1.06 0.1865
S -0.08 -0.07 -1.74 -0.7655
H 0.96 -2.02 -0.57 0.5098
H 0.91 2.27 -0.68 0.2409
H 0.63 -1.74 2.36 0.4780
C -0.98 1.82 0.22 -0.4145
H -2.23 0.30 -0.66 0.1865
O 0.52 -0.83 2.66 -0.9539
O 0.95 -2.83 0.01 -1.0044
C 0.45 2.29 0.30 -0.6129
H 0.40 3.33 0.65 0.1756
H -1.46 2.55 -0.45 0.1820
H 1.00 -3.56 -0.63 0.4578
```

## Properties
**Relative energy (zero: lowest compared OMol25 entry of this formula, charge and spin)**: 0.558 eV
**Charge**: -1
**Strongest force on any atom**: 1.63 eV/Å
**Multiplicity**: 1
**Kohn-Sham gap**: 6.6247 eV

Here is 3 unconnected molecules or ions with the total composition C3H11O3 at a distorted geometry from the Open Molecules 2025 dataset. Energies are from wB97M-V/def2-TZVPD.

```
17
Properties=species:S:1:pos:R:3:nbo_charge:R:1
H 2.03 -1.84 -0.59 0.1823
H 0.97 -0.24 -2.19 0.1739
H -0.11 1.80 -1.28 0.1347
H 0.31 -2.03 -0.78 0.1888
O -3.01 0.88 0.50 -1.1805
O -0.56 1.05 0.53 -0.8521
H -1.68 0.82 0.51 0.4994
C 0.98 -0.02 -1.12 -0.4071
O 0.88 0.09 2.72 -0.9943
C -0.27 0.81 -0.82 -0.0445
H 1.85 0.59 -0.88 0.1821
H 0.33 0.43 1.97 0.5152
H 0.46 -0.76 2.91 0.4482
H 1.03 -1.21 0.67 0.2245
C 1.07 -1.37 -0.40 -0.6116
H -3.17 0.72 -0.43 0.4067
H -1.10 0.29 -1.32 0.1344
```

## Properties
**Relative energy (zero: lowest compared OMol25 entry of this formula, charge and spin)**: 0.515 eV
**Charge**: -1
**Strongest force on any atom**: 1.53 eV/Å
**Multiplicity**: 1
**Kohn-Sham gap**: 8.0015 eV

Here is a molecular structure, C3H11O3S at a distorted geometry from the Open Molecules 2025 dataset. Energies are from wB97M-V/def2-TZVPD.

```
18
Properties=species:S:1:pos:R:3:nbo_charge:R:1
H 0.63 3.01 -2.12 0.1071
H -0.79 -1.15 0.52 0.4825
H 0.89 -0.20 1.58 0.1274
H -0.04 0.60 2.86 0.1281
H 1.44 -3.28 -1.19 0.4766
H 0.75 2.20 1.27 0.1746
H 0.39 -2.76 -2.08 0.4996
O 1.09 -3.44 -2.07 -0.9860
H 0.75 0.83 -0.93 0.2238
H -0.94 0.67 -0.76 0.2462
H -1.02 -2.43 -0.36 0.4342
S -0.53 2.86 -1.47 -0.1239
C -0.13 1.32 -0.51 -0.4809
O -1.09 -0.57 1.58 -0.8759
C -0.03 0.29 1.81 -0.0383
H -0.93 2.18 1.31 0.1911
O -0.34 -1.73 -0.41 -1.1467
C -0.10 1.58 0.96 -0.4398
```

## Properties
**Relative energy (zero: lowest compared OMol25 entry of this formula, charge and spin)**: 0.392 eV
**Charge**: -1
**Strongest force on any atom**: 1.70 eV/Å
**Multiplicity**: 1
**Kohn-Sham gap**: 7.3688 eV

| no. | E_HOMO (eV) |
| --- | --- |
| 1 | -1.88 |
| 2 | -2.79 |
| 3 | -4.02 |
| 4 | -4.21 |